[1]
A molecular structure, C6H12N2 in a non-equilibrium geometry, computed with ωB97M-V with the def2-TZVPD basis set.

Cartesian coordinates (Å):
H 0.1593 2.6493 -0.0670
H 3.0475 0.2608 0.1434
H 2.1725 1.8634 0.1824
N 1.5754 -1.6097 0.1933
H -1.5661 1.1736 1.2632
H -2.0767 1.8395 -0.2269
C -1.4136 1.0149 0.1923
C 1.2728 1.1317 -0.0219
N -1.8845 -0.2219 -0.2305
C -0.0068 1.6234 -0.1508
H 2.2886 -0.2799 -1.3999
H 0.0523 -0.1809 0.6335
H 1.6533 -1.2812 1.4810
C 2.0467 -0.1460 -0.2733
C 0.1627 -1.1100 -0.0781
H -2.9811 -0.3047 -0.3638
H -1.8348 -1.9261 0.8266
H 0.2340 -0.6994 -1.1363
H -1.5486 -2.1891 -0.8768
C -1.3528 -1.6076 -0.0905

* Kohn-Sham gap: 8.946 eV
* 2S+1: 1
* lowest unoccupied orbital energy: 0.63 eV
* electronic energy: -345.0449 Eh
* relative energy (zero: lowest compared OMol25 entry of this formula, charge and spin): 7.6985 eV
* highest occupied orbital energy: -8.32 eV

These are the Löwdin partial charges, in e, on atoms 1 to 4:
1 H 0.06
2 H 0.11
3 H 0.12
4 N -0.04


[2]
A molecular structure, C6H12N2 in a non-equilibrium geometry, computed with ωB97M-V with the def2-TZVPD basis set.

Cartesian coordinates (Å):
C 0.5767 0.3617 -0.1975
H 0.0118 1.6525 1.7850
C 1.8096 -0.4259 -0.6511
C -1.4726 -1.1708 0.3160
H 1.6186 1.1568 1.1958
H -2.7190 0.7005 0.2519
H -2.0083 -1.5020 1.3844
H 0.8932 -2.5592 -0.6605
H 1.7059 -0.6230 -1.8036
N -1.8781 0.0827 -0.3256
C 0.0482 -0.7878 0.5942
H -1.1972 1.8246 -0.7980
C 0.9366 1.6429 0.6896
H 0.0640 -0.7141 1.7068
H 2.7605 0.0033 -0.4911
H -1.3545 -2.1731 -0.4066
N 1.1543 -1.6767 0.1021
H -1.1747 0.7244 -2.0275
C -0.7912 0.7900 -0.7934
H 1.0162 2.6930 0.1292

* Kohn-Sham gap: 8.736 eV
* 2S+1: 1
* lowest unoccupied orbital energy: 0.85 eV
* electronic energy: -345.0417 Eh
* relative energy (zero: lowest compared OMol25 entry of this formula, charge and spin): 7.7873 eV
* highest occupied orbital energy: -7.89 eV

These are the Löwdin partial charges, in e, on atoms 1 to 4:
1 C -0.44
2 H 0.19
3 C -0.08
4 C -0.17


[3]
2 unconnected molecules or ions with the total composition C6H12N2 in a non-equilibrium geometry, computed with ωB97M-V with the def2-TZVPD basis set.

Cartesian coordinates (Å):
H 2.1458 1.4345 0.2150
H 2.3623 3.2774 0.3491
H 1.7148 -2.2734 0.2622
N -0.5526 -0.1990 -0.5228
H -3.4490 -1.5362 -0.4725
H -2.4582 0.6941 -0.2709
N -2.5098 -1.3868 -0.5334
C 1.1477 -2.1479 -0.7348
H 1.7351 -1.4223 -1.3478
C -1.9228 -0.1770 -0.3400
C 0.5177 2.2366 1.4547
C -0.1784 -1.5768 -0.5394
H 1.0039 2.2604 2.5215
H -0.2117 3.0073 1.4207
H 1.1256 -3.0971 -1.3828
C 1.6101 2.3970 0.3286
H 1.0561 2.5778 -0.5684
H -1.7212 -3.1577 -0.9135
C -1.4264 -2.2784 -0.5346
H 0.0111 1.3674 1.6090

* Kohn-Sham gap: 9.310 eV
* 2S+1: 1
* lowest unoccupied orbital energy: 0.89 eV
* SMILES string: Cc1c[nH]cn1.CC
* electronic energy: -345.2580 Eh
* relative energy (zero: lowest compared OMol25 entry of this formula, charge and spin): 1.9006 eV
* highest occupied orbital energy: -8.42 eV

These are the Löwdin partial charges, in e, on atoms 1 to 4:
1 H 0.05
2 H 0.08
3 H 0.10
4 N 0.09


[4]
C6H12N2 in the gas phase in a non-equilibrium geometry, computed with ωB97M-V with the def2-TZVPD basis set.

Cartesian coordinates (Å):
C 0.3240 0.1458 0.7509
H -1.7418 1.3286 1.7515
H 1.8201 -1.9542 -1.2153
C -1.5864 0.4388 -0.0694
C 1.0662 -2.0192 -0.4234
H 1.3121 0.6609 -1.8581
H 0.0800 -2.0668 -0.8750
C -0.3012 0.6914 -0.4639
N -2.3072 1.0631 0.9558
H -2.2695 0.1047 -0.8482
H 1.2332 0.7679 2.4744
H -0.1238 -0.1906 -2.4502
H 1.2755 -2.9563 0.0963
N 0.4790 1.0205 1.8504
H 0.4621 2.0009 1.6075
C 0.2243 0.6659 -1.8653
H 2.0977 -0.8900 1.1282
H -0.1491 1.5421 -2.3982
C 1.1891 -0.8801 0.5323
H -3.0841 0.5267 1.3197

* Kohn-Sham gap: 8.091 eV
* 2S+1: 1
* lowest unoccupied orbital energy: 1.02 eV
* SMILES string: C/C=C(N)\C(C)=C/N
* electronic energy: -345.2216 Eh
* relative energy (zero: lowest compared OMol25 entry of this formula, charge and spin): 2.8906 eV
* highest occupied orbital energy: -7.07 eV

These are the Löwdin partial charges, in e, on atoms 1 to 4:
1 C -0.38
2 H 0.06
3 H 0.07
4 C -0.15


[5]
A molecular structure, C6H12N2 in a non-equilibrium geometry, computed with ωB97M-V with the def2-TZVPD basis set.

Cartesian coordinates (Å):
H 1.8956 3.0350 0.7642
C -1.2505 -1.9094 0.1941
H -0.6525 2.4073 0.6455
N 1.0443 1.0341 0.2535
H 2.9440 1.5754 0.9176
H -2.3986 0.8670 0.3010
H -0.7417 -2.6195 -0.3183
H -2.0215 -0.8132 -1.4366
H 2.3863 -0.2318 -0.4845
C -1.3603 0.5306 0.0215
H -2.2129 -2.2287 0.2864
C -0.3743 1.3440 0.3551
C -0.0430 -0.8446 -1.5220
H 1.5557 1.8020 2.0295
C 1.8975 1.9446 0.9626
N -1.2566 -0.7442 -0.6675
H 0.4030 -1.7867 -1.9018
C 1.3336 0.0604 -0.4673
H 0.0534 -0.1577 -2.3236
H -0.8350 -1.8039 1.1270

* Kohn-Sham gap: 10.481 eV
* 2S+1: 1
* total charge: +2
* lowest unoccupied orbital energy: -9.36 eV
* electronic energy: -344.5260 Eh
* relative energy (zero: lowest compared OMol25 entry of this formula, charge and spin): 3.3616 eV
* highest occupied orbital energy: -19.85 eV

These are the Löwdin partial charges, in e, on atoms 1 to 4:
1 H 0.14
2 C 0.06
3 H 0.19
4 N -0.12


[6]
C6H12N2O in the gas phase in a non-equilibrium geometry, computed with ωB97M-V with the def2-TZVPD basis set.

Cartesian coordinates (Å):
H -0.0895 2.8364 -1.1171
C -0.8231 2.0704 -1.3455
C 1.2239 -0.3952 1.8740
H -2.4461 0.1330 -1.0619
C -0.6797 0.9035 -0.3748
H 1.0555 0.0309 -1.4609
H -0.4544 0.7484 1.5766
O -0.9434 1.3510 0.9164
C 1.0588 -0.6856 0.5657
H 0.4275 -3.9040 0.5650
H 1.5902 0.5713 2.1922
H 1.4983 1.2474 -0.2177
N 0.6148 -2.9936 0.9796
C 0.8810 0.3786 -0.4442
N -1.5284 -0.1883 -0.7793
H 1.3491 -1.2013 2.5802
H -1.8165 2.5011 -1.2364
H -1.6218 -0.8801 -0.0438
C 0.7453 -2.0578 0.1424
H -0.6908 1.7235 -2.3662
H 0.6494 -2.1895 -0.9444

* Kohn-Sham gap: 9.533 eV
* 2S+1: 1
* lowest unoccupied orbital energy: 0.18 eV
* SMILES string: [H]/N=C/C(=C)C[C@@](C)(N)O
* electronic energy: -420.5343 Eh
* relative energy (zero: lowest compared OMol25 entry of this formula, charge and spin): 1.3498 eV
* highest occupied orbital energy: -9.35 eV

These are the Löwdin partial charges, in e, on atoms 1 to 4:
1 H 0.08
2 C -0.02
3 C 0.06
4 H 0.08


[7]
C6H12N2O in the gas phase in a non-equilibrium geometry, computed with ωB97M-V with the def2-TZVPD basis set.

Cartesian coordinates (Å):
C -1.5256 1.0040 -0.9711
C 2.3686 0.0526 0.2434
O 3.5126 -0.4932 0.1783
H 0.1292 -0.4207 1.6088
H 1.7114 1.9291 0.1829
C -1.0546 -1.6942 0.3599
N -0.6826 0.8252 0.1940
H -1.3178 1.8884 -1.5769
H 3.6767 1.2454 -0.2416
H -2.7448 0.3553 0.7572
N 2.5059 1.3419 -0.0825
C -2.0759 1.1443 0.4047
H -2.2760 2.1341 0.8203
H -0.5334 -2.5995 0.6984
H 1.4228 -1.7713 -0.2682
H -1.9723 -1.6046 0.9557
H -1.8234 0.1179 -1.5372
H -1.3310 -1.8433 -0.6937
H 0.9814 -0.4164 -1.3110
C 1.1594 -0.7062 -0.2616
C -0.1307 -0.4891 0.5398

* Kohn-Sham gap: 10.245 eV
* 2S+1: 1
* lowest unoccupied orbital energy: 0.82 eV
* SMILES string: C[C@@H](CC(N)=O)N1CC1
* electronic energy: -420.4764 Eh
* relative energy (zero: lowest compared OMol25 entry of this formula, charge and spin): 2.9261 eV
* highest occupied orbital energy: -9.43 eV

These are the Löwdin partial charges, in e, on atoms 1 to 4:
1 C -0.13
2 C -0.52
3 O -0.05
4 H 0.15


[8]
C6H12N2O in the gas phase, computed with ωB97M-V with the def2-TZVPD basis set.

Cartesian coordinates (Å):
C -0.8114 -0.6000 -0.3558
H 2.3673 0.0429 1.1077
C 1.2569 -0.8116 -0.5321
N 0.0942 -1.4054 -0.9055
C -2.1030 -1.1377 0.1809
C -0.8739 1.6451 0.8387
H 1.0246 -0.9952 1.6013
H -0.5732 2.1109 -1.7314
H -2.9495 -0.4976 -0.0770
H -0.0800 2.3042 1.1996
H -2.0761 -1.2352 1.2710
H -1.6786 2.2946 0.4654
C -0.3362 0.7448 -0.2420
H -1.2671 1.0858 1.6887
H 2.5058 -1.7186 0.9450
H 3.0709 -0.5429 -1.1428
H 0.5366 0.9383 -2.0946
C 1.8151 -0.8684 0.8660
O 2.1988 -0.7271 -1.5141
N 0.1561 1.5115 -1.3512
H -2.2773 -2.1384 -0.2179

* Kohn-Sham gap: 7.918 eV
* 2S+1: 1
* lowest unoccupied orbital energy: 0.78 eV
* SMILES string: C/C(N)=C(C)/N=C(\C)O
* electronic energy: -420.4888 Eh
* relative energy (zero: lowest compared OMol25 entry of this formula, charge and spin): 2.5864 eV
* highest occupied orbital energy: -7.14 eV

These are the Löwdin partial charges, in e, on atoms 1 to 4:
1 C -0.35
2 H 0.09
3 C -0.44
4 N 0.13


[9]
C6H12N2O in the gas phase in a non-equilibrium geometry, computed with ωB97M-V with the def2-TZVPD basis set.

Cartesian coordinates (Å):
H -0.1440 1.7117 0.3479
C -0.3954 -1.7468 -0.0100
H 0.6281 -2.0642 0.1975
H -2.8462 -0.9273 0.3023
C -0.7977 -0.3300 0.1642
C 1.6079 0.5508 0.2129
H -1.4257 -1.0533 -1.6582
H 2.9857 0.8909 -0.9202
O 1.9452 1.1231 -0.9370
C -2.8410 1.1933 -0.0873
H -1.1565 -2.5103 0.1659
H -2.3489 2.1159 0.2500
C 0.1909 0.7171 0.6723
N -0.5519 -0.8665 -1.1716
C -2.2372 -0.0487 0.5644
H 2.2198 -0.7168 1.4967
H -2.2843 0.0432 1.6610
H -3.9066 1.2756 0.1657
H -2.7576 1.1447 -1.1829
H 0.1808 0.6880 1.7716
N 2.5363 -0.2118 0.6726

* Kohn-Sham gap: 10.366 eV
* 2S+1: 1
* lowest unoccupied orbital energy: 0.89 eV
* SMILES string: [H]/N=C(/O)C[C@]1(CC)CN1
* electronic energy: -420.5289 Eh
* relative energy (zero: lowest compared OMol25 entry of this formula, charge and spin): 1.4963 eV
* highest occupied orbital energy: -9.48 eV

These are the Löwdin partial charges, in e, on atoms 1 to 4:
1 H 0.12
2 C -0.11
3 H 0.10
4 H 0.11


[10]
A gas-phase ion, C6H12N2O (charge +2) in a non-equilibrium geometry, computed with ωB97M-V with the def2-TZVPD basis set.

Cartesian coordinates (Å):
H 3.3054 -0.2713 0.5055
C 0.5445 -0.0435 1.1803
C 2.7578 0.1835 -0.2828
C -1.9604 1.1330 0.0454
H -2.2121 1.6845 0.9814
H -0.3703 -1.9906 -1.5038
H 3.3248 0.2587 -1.2150
H 2.5507 1.1712 0.0041
H -0.1029 2.1426 -0.5770
N -1.8151 -1.3413 -0.1759
H -0.8061 0.9615 -1.7373
H -3.4276 -0.4134 0.3633
C -0.5046 -1.3185 -0.5773
C -0.8685 1.4055 -0.7096
N 0.4278 -0.5951 -0.0773
C -2.5031 -0.2361 0.0197
H -2.1946 -2.2982 -0.2743
H 0.7152 1.0473 1.2263
H -0.0415 -0.5686 2.0045
H 1.5703 -0.4157 1.5488
O 1.6104 -0.4955 -0.7492

* Kohn-Sham gap (spin up / spin down): 7.716 / 6.536 eV
* 2S+1: 3
* total charge: +2
* lowest unoccupied orbital energy (spin up / spin down): -9.15 / -12.70 eV
* electronic energy: -419.6105 Eh
* relative energy (zero: lowest compared OMol25 entry of this formula, charge and spin): 1.3774 eV
* highest occupied orbital energy (spin up / spin down): -16.86 / -19.23 eV

These are the Löwdin partial charges, in e, on atoms 1 to 4:
1 H 0.11
2 C -0.01
3 C 0.00
4 C 0.06